85
Properties=species:S:1:pos:R:3:forces:R:3:mulliken_spin:R:1 method="wB97M-V/def2-TZVPD" total_energy_ha=-6444.34359 fmax_ha_per_bohr=0.026 total_charge=-1 gap_ev="6.093 / 6.561" e_homo_ev="-3.48 / -4.49" spin_multiplicity=2 lumo_ev="2.617 / 2.068" mol_weight_g_mol=705.32
C 3.549 3.413 2.537 0.00 -0.07 -0.03 0.003
H 3.126 0.195 3.382 -0.06 -0.01 0.06 0.003
C -4.750 3.182 3.069 0.05 0.00 -0.01 0.012
C -5.207 -3.279 -0.618 -0.02 0.02 0.05 0.008
H -1.044 -2.472 0.212 0.00 0.04 -0.01 -0.006
H -1.380 -2.929 5.305 -0.03 0.04 -0.01 0.000
H -5.844 -4.010 -1.101 0.01 0.00 -0.01 0.001
C 5.147 1.655 2.548 -0.13 0.01 -0.06 0.000
H -3.757 1.868 -0.416 0.02 0.03 0.02 0.001
C 2.021 -1.194 -4.850 -0.04 0.02 0.00 0.001
H 3.064 -2.208 -0.372 -0.02 -0.04 0.07 0.001
C -3.597 1.536 1.700 0.21 -0.02 0.04 0.085
H -3.719 -2.655 2.353 -0.01 -0.08 -0.04 0.015
H -5.164 -4.319 1.258 0.01 0.01 0.01 0.000
C -4.190 -0.980 5.165 0.02 0.07 -0.34 0.035
C 1.746 -0.741 -2.442 0.07 -0.02 0.06 -0.003
H 1.447 3.098 0.905 -0.03 -0.03 -0.05 -0.003
H -5.793 4.737 2.020 0.00 0.00 -0.01 0.000
H -1.312 -0.226 6.181 -0.05 -0.06 -0.03 0.002
H 4.720 2.832 -0.521 0.00 0.02 0.00 0.000
H -1.521 2.781 2.475 0.00 -0.06 -0.09 0.078
H -4.916 -1.703 4.788 -0.01 0.03 0.01 -0.001
C -4.830 3.359 0.680 0.03 -0.02 0.01 -0.001
H -1.221 -3.220 3.565 -0.01 0.01 0.03 -0.001
C -4.008 -2.510 1.318 0.00 0.09 0.00 0.008
N 1.025 -2.162 0.008 -0.05 -0.24 0.09 -0.006
H 2.246 -1.980 1.698 -0.01 0.02 0.01 0.002
H 4.296 4.145 2.857 0.02 -0.01 0.00 0.001
C 2.817 1.148 2.944 -0.25 0.07 -0.13 0.015
C 2.053 -2.105 -2.245 0.07 0.06 -0.15 -0.001
H 1.525 0.703 -4.024 -0.03 -0.03 -0.02 0.000
H -5.154 3.877 -0.215 -0.02 -0.01 0.00 0.000
H -2.752 -3.563 4.381 0.03 0.00 -0.01 0.000
C -4.770 -2.160 -1.315 -0.01 0.00 0.04 -0.004
N 3.509 3.405 1.079 0.01 0.12 -0.08 -0.001
P 2.365 0.835 1.151 0.98 0.38 -0.19 -0.004
H -0.144 -3.917 -0.284 0.05 0.00 -0.02 0.000
C 1.744 -0.337 -3.786 0.09 -0.05 0.03 0.003
H 2.232 -3.716 -0.805 -0.01 0.00 0.08 0.000
H -3.621 1.539 3.848 -0.02 0.07 0.01 -0.015
C -3.961 2.043 2.949 0.00 -0.02 -0.08 -0.001
H -4.666 0.002 5.186 0.00 -0.05 0.02 -0.001
H -3.594 -0.376 -1.264 0.02 -0.06 -0.01 0.001
C -0.212 -2.823 -0.398 -0.01 -0.02 -0.01 0.007
C -0.486 1.057 2.234 -0.06 0.02 0.08 0.273
H 5.938 2.354 2.837 0.01 -0.01 0.00 0.000
H 2.397 2.604 -0.505 -0.06 0.04 -0.02 0.001
Li 0.826 -0.220 -0.685 -0.03 -0.02 0.08 -0.009
H 2.528 -4.033 -3.093 -0.02 0.02 0.01 0.000
Cl -1.319 0.577 -0.568 -0.03 0.15 -0.23 0.100
Ge -2.376 -0.044 1.569 -1.07 -0.12 0.81 0.339
N 3.894 2.123 3.132 0.05 -0.02 0.07 0.000
C 1.275 -2.394 1.423 -0.05 -0.04 -0.05 0.001
H -5.068 -2.017 -2.347 0.02 0.02 0.00 0.000
N 5.124 1.571 1.093 0.05 0.03 -0.01 0.002
H 1.931 1.498 3.476 -0.02 -0.07 0.01 -0.013
C 2.294 -2.533 -4.608 0.04 0.05 0.02 0.000
C 2.150 -2.615 -0.819 0.00 0.08 -0.16 0.001
H -3.914 -1.260 6.184 0.04 -0.01 -0.03 0.001
C 2.375 2.619 0.587 -0.11 -0.11 0.18 0.007
N -0.664 2.227 2.480 0.19 0.04 0.13 0.051
H 2.569 3.717 2.910 0.02 0.03 0.03 -0.002
C 4.774 2.889 0.568 -0.06 -0.09 0.09 0.000
H 2.010 -0.821 -5.871 0.00 -0.01 0.01 0.000
H 5.380 0.669 2.958 0.02 0.01 0.01 0.000
C -3.552 -1.387 0.632 0.44 -0.02 -0.04 -0.062
C 4.167 0.556 0.638 -0.26 -0.10 0.02 0.011
C -5.184 3.846 1.931 -0.02 -0.03 0.03 0.003
H 4.489 -0.415 1.029 0.00 -0.02 -0.05 0.000
H -0.428 -2.590 -1.440 -0.01 -0.01 0.01 0.000
Ge -2.535 -1.002 4.039 0.45 0.04 0.21 0.023
C -4.827 -3.450 0.705 -0.02 -0.01 -0.03 0.004
C -3.944 -1.229 -0.698 -0.11 -0.04 -0.03 0.013
H -5.013 3.554 4.053 -0.02 0.00 -0.01 0.000
C 2.312 -2.985 -3.294 0.00 -0.06 0.03 0.000
H -1.389 1.118 5.024 0.05 -0.04 0.03 -0.003
H 5.567 3.588 0.849 0.01 -0.01 0.00 0.000
C -4.041 2.220 0.568 -0.04 0.00 -0.01 -0.012
H 2.494 -3.217 -5.426 0.00 0.01 0.00 0.000
H 4.195 0.496 -0.453 -0.01 -0.04 0.00 -0.002
H -0.214 -0.173 4.786 -0.03 0.04 0.00 -0.002
C -1.902 -2.877 4.347 -0.06 0.10 -0.27 0.008
H 1.278 -3.468 1.671 -0.02 0.00 -0.01 0.000
C -1.229 0.043 5.125 -0.12 0.03 -0.13 0.024
H 0.510 -1.892 2.023 0.00 -0.02 -0.01 0.005